No. 1
Computed, not measured: a gas-phase ion, C16H31BFN3O7P (charge -1) in a non-equilibrium geometry, with wB97M-V/def2-TZVPD.

```
60
Properties=species:S:1:pos:R:3
P 1.34464 2.83041 0.01243
F 2.18486 -2.77481 -3.09016
O -0.10845 1.52471 -2.85610
O -0.15786 -0.58103 2.65292
O -1.47183 2.77986 -1.64419
O 1.16719 4.05839 -1.07798
O -4.39102 0.87087 0.93379
O 1.01390 0.31431 -0.93089
O 2.28564 -0.56573 -3.35543
N 0.98111 -1.81488 0.29062
N -2.43956 -2.16922 -1.27346
N 0.20217 1.83762 2.84979
C -2.21294 -0.72780 -1.04079
C 2.40880 -2.12554 0.15666
C -2.05386 1.63240 0.77649
C 3.07325 2.24162 -0.30641
C -2.94235 -2.44623 -2.61474
C -3.12061 0.88908 1.60006
C 0.35969 -1.51072 -2.17111
C 0.42053 -0.95723 -0.74392
C 4.52696 -1.46262 1.44831
C -0.77293 0.80345 0.54827
C -0.98412 -0.54527 -0.16051
C 0.19886 1.41784 -0.48389
C 3.33234 -0.98399 0.59861
C -3.35830 1.50623 2.98865
C -0.53649 1.95239 -1.78016
C 1.66840 -1.48653 -2.90781
B -0.20671 0.66709 2.03678
H -3.02496 -3.52414 -2.73767
H -2.88853 -0.16118 1.76288
H -1.14766 -1.28450 0.62609
H 0.48053 -2.69226 0.19810
H 3.11423 1.39174 -0.97954
H -2.49377 1.96426 -0.16093
H -1.76482 2.51334 1.34359
H 0.01194 -2.54265 -2.13778
H -3.95298 -2.03542 -2.73776
H 3.51837 2.03816 0.66130
H 5.43979 -1.05807 1.01860
H -4.44354 1.63576 0.35607
H 1.21128 1.84801 2.96047
H -0.16225 1.67791 3.78690
H 3.75654 -0.58301 -0.31529
H -2.06676 -0.20990 -1.98800
H 2.60366 -2.94091 0.85519
H 2.71565 -2.50020 -0.82310
H 4.47612 -1.05768 2.45565
H 3.61858 3.07007 -0.74990
H -2.29030 -2.03338 -3.37146
H 4.63594 -2.54262 1.45803
H 2.78193 -0.17225 1.05781
H -3.09387 -2.50023 -0.58088
H -4.13602 2.26062 2.97108
H -3.11352 -0.31150 -0.59447
H -2.42859 1.87186 3.41562
H -3.69408 0.71649 3.65933
H 0.74524 -0.83087 2.85381
H -0.35370 -0.98168 -2.78574
H 1.53421 3.79960 -1.93385
```

Net charge ... -1
Kohn-Sham gap ... 6.81 eV
HOMO energy ... -4.3 eV
E_LUMO ... 2.48 eV

Here are the Löwdin charges for atoms 1 to 4, given in e:
1. P 0.972
2. F 0.014
3. O 0.002
4. O 0.113

No. 2
Computed, not measured: 2 unconnected molecules or ions with the total composition C16H31Cl4IN2OPS, with wB97M-V/def2-TZVPD.

```
57
Properties=species:S:1:pos:R:3
I -3.88832 -2.56154 -1.87448
Cl 3.76920 -0.94856 2.24405
Cl 4.40668 -3.13912 4.00265
Cl 6.50220 -1.40564 3.03976
Cl 5.20146 -3.23828 1.23160
S -1.50686 0.17958 4.66119
P -1.82093 1.24152 3.08075
O 2.75683 0.08404 -2.16088
N -0.84964 2.25006 -0.44617
N 0.14049 -0.33765 -0.88929
C -1.50010 1.10753 0.17839
C -4.21953 -0.52956 -1.28611
C 0.06830 -2.43747 0.52892
C 0.58351 -0.98885 0.41168
C 4.98894 -2.19563 2.64136
C 1.15465 -3.50306 0.38383
C -1.34930 -0.03158 -0.86087
C 0.67564 3.41687 1.21458
C 2.15026 -1.19751 -2.13266
C 0.28358 4.20294 -1.13111
C -1.93962 0.29219 -2.22613
C -0.05412 3.17348 -0.08283
C -3.46833 0.44717 -2.17919
C 0.23066 -0.11135 1.62545
C -1.18209 0.46846 1.54473
C 0.63507 -1.08142 -2.09367
H -0.41725 -2.54664 1.50224
H 1.74987 3.38483 0.99902
H -1.85476 -0.40720 1.59099
H -0.72588 -2.62650 -0.20155
H 0.28686 -0.76290 2.50152
H 0.99639 0.64687 1.77005
H 1.40307 -3.70435 -0.66218
H -0.20020 3.95356 -2.07305
H 0.60350 0.57809 -0.95297
H 0.47321 4.43173 1.56887
H 2.39008 -1.69253 -3.07665
H -1.70827 -0.50434 -2.93384
H 0.46830 2.72539 2.01073
H -1.49702 1.21675 -2.60294
H -1.81627 -0.94061 -0.48133
H -3.15349 1.44795 2.68338
H -2.56851 1.36125 0.18202
H 2.07798 -3.21834 0.89630
H 0.82113 -4.44644 0.81707
H -3.92824 -0.49376 -0.23608
H 3.06296 0.33628 -1.27888
H -3.74850 1.46608 -1.88929
H 0.14049 -2.05182 -2.14707
H 1.67461 -0.98391 0.36528
H -0.06602 5.18366 -0.79614
H 0.32779 -0.48278 -2.94896
H -5.29412 -0.37750 -1.34105
H 2.56811 -1.81128 -1.33211
H -1.36562 2.56253 3.12307
H -3.83160 0.31075 -3.20109
H 1.36275 4.28857 -1.28098
```

Net charge ... +1
Kohn-Sham gap ... 9.10 eV
Energy above the lowest of the compared OMol25 structures with the same formula, charge and spin ... 0.0 kJ/mol
HOMO energy ... -11.6 eV
E_LUMO ... -2.50 eV

Here are the Löwdin charges for atoms 1 to 4, given in e:
1. I 0.840
2. Cl 0.510
3. Cl 0.557
4. Cl 0.565

No. 3
Computed, not measured: a molecular structure, C16H31HgNP2 in a non-equilibrium geometry, with wB97M-V/def2-TZVPD.

```
51
Properties=species:S:1:pos:R:3
Hg 2.15714 -3.03445 2.21272
P 1.05660 -0.75989 -1.79740
P -2.26385 -0.19291 0.34468
N 5.28775 -3.18269 1.31011
C 2.10270 -2.18387 -1.55303
C 1.45314 0.71294 0.42377
C -2.81830 -1.83429 0.78376
C 1.54081 -1.77209 3.83956
C -1.18253 2.16314 1.38190
C -1.06114 0.72103 1.40092
C -0.75496 -1.10522 -1.82277
C 0.04868 3.21664 -0.61887
C -1.60357 0.03316 -1.28856
C 1.25323 -0.26104 -3.54369
C 1.26549 0.97614 -1.09120
C 4.13257 -3.15660 1.53232
C 0.12823 1.92400 -1.40330
C -0.18004 3.10947 0.93381
C -3.73957 0.86152 0.40901
C 0.25555 -0.01146 1.05978
H 0.11189 2.16598 -2.47563
H 3.08094 -1.89320 -1.14242
H 0.04412 -0.88695 0.40930
H -3.98444 1.12588 1.44626
H 2.27078 0.09322 -3.75141
H 1.63519 -2.89726 -0.85795
H 0.78199 3.03066 1.45614
H 0.57025 -0.53055 1.97453
H -0.89999 -2.08363 -1.33027
H 0.48623 -2.02780 4.04368
H -4.59982 0.33843 -0.02876
H 1.66652 -0.74817 3.45594
H -0.85780 1.24980 -1.21243
H 1.06068 -1.09350 -4.23066
H -2.78315 -1.99633 1.86844
H -0.79344 3.82140 -0.99480
H -1.01014 -1.26837 -2.88400
H 0.57030 0.54722 -3.84201
H -2.23770 -2.62112 0.28959
H -0.57426 4.10083 1.19764
H 2.33883 0.07054 0.60998
H 1.67628 1.61750 0.97638
H 2.19780 -1.86264 4.72312
H -1.42568 0.36129 2.39023
H -2.05463 2.56586 1.91009
H 2.22026 1.36377 -1.49273
H 0.99684 3.74866 -0.81202
H -3.59330 1.79026 -0.15609
H 2.26806 -2.70351 -2.51349
H -2.37706 0.35045 -1.99797
H -3.86350 -1.95226 0.45779
```

Kohn-Sham gap (spin up / spin down) ... 6.75 / 3.94 eV
Energy above the lowest of the compared OMol25 structures with the same formula, charge and spin ... 44.8 kJ/mol
HOMO energy (spin up / spin down) ... -6.7 / -4.5 eV
E_LUMO (spin up / spin down) ... 0.09 / -0.52 eV

Here are the Löwdin charges for atoms 1 to 4, given in e:
1. Hg 0.585
2. P 0.990
3. P 0.883
4. N -0.104

No. 4
Computed, not measured: a molecular structure, C16H31MgNP2Se in a non-equilibrium geometry, with wB97M-V/def2-TZVPD.

```
52
Properties=species:S:1:pos:R:3
Se -5.12413 -3.75708 -0.89180
P 0.79124 1.93673 0.87805
P 1.66312 -0.41783 -1.87922
Mg -4.06434 1.20385 -0.53852
N -4.58346 -0.82011 -0.85332
C 2.38978 1.29120 0.23584
C 2.90665 -1.70323 -1.44274
C -0.51622 -2.36855 -1.00150
C 1.18135 2.56621 2.51459
C -0.81377 0.09254 -0.22923
C 0.95721 -2.01209 0.89301
C -4.78616 -2.00792 -0.82037
C 0.32194 3.39998 -0.05442
C -1.45708 -1.27979 -0.46790
C 1.76530 -0.29459 -3.67283
C 2.57047 1.06322 -1.29528
C -4.85109 1.15391 1.40534
C 0.33875 -2.93225 -0.12023
C 0.03607 -1.73121 2.14522
C -0.12631 -0.31245 2.27630
C -0.45514 0.58177 1.20132
H 3.63165 0.84518 -1.52140
H 0.78945 -3.90879 -0.23895
H 1.09845 4.15757 0.14480
H -0.96308 -2.20339 2.06141
H -4.15223 1.67437 2.07348
H 2.66628 0.37197 0.79446
H -0.15282 0.08109 3.29954
H 1.12193 -1.05672 0.37131
H 1.51845 0.73141 -3.97632
H 1.81327 3.46055 2.37961
H 2.46883 -2.69587 -1.59606
H 0.26778 3.21132 -1.13566
H 1.94470 -2.34198 1.27260
H 0.12512 0.15608 -0.84043
H -2.23417 -1.12634 -1.23673
H 0.24584 2.84976 3.00747
H -0.63937 3.77990 0.32254
H -5.85776 1.59407 1.45727
H 1.04957 -1.01087 -4.09397
H -1.29356 1.23084 1.55702
H 2.26905 1.95276 -1.87636
H -4.91602 0.08458 1.67224
H -1.97870 -1.67102 0.42371
H 1.71225 1.80982 3.10915
H -0.70841 -2.69705 -2.02302
H 3.73941 -1.54666 -2.14282
H 3.13643 2.05556 0.51830
H 3.26873 -1.60844 -0.41030
H 2.79548 -0.55856 -3.95115
H 0.51241 -2.11831 3.06838
H -1.42314 0.84487 -0.77237
```

Kohn-Sham gap (spin up / spin down) ... 3.12 / 3.12 eV
Energy above the lowest of the compared OMol25 structures with the same formula, charge and spin ... 526.0 kJ/mol
HOMO energy (spin up / spin down) ... -4.9 / -4.9 eV
E_LUMO (spin up / spin down) ... -1.75 / -1.75 eV

Here are the Löwdin charges for atoms 1 to 4, given in e:
1. Se 0.483
2. P 0.905
3. P 0.875
4. Mg 0.930